{
  "formula": "C5H8O2",
  "method": "the ωB97M-V functional and the def2-TZVPD basis",
  "spin_multiplicity": 1,
  "e_above_lowest_kcal_mol": 128.0,
  "homo_lumo_gap_ev": 10.17,
  "e_tot_ev": -9404.2831,
  "e_lumo_ev": 0.74,
  "e_homo_ha": -0.3464,
  "symbols": ["O", "C", "C", "C", "O", "C", "C", "H", "H", "H", "H", "H", "H", "H", "H"],
  "coordinates": [[-2.46478, 0.46660, 0.41467], [-1.70353, -0.36914, -0.42534], [-0.29726, 0.18717, -0.69127], [0.57143, -0.03954, 0.53422], [0.14267, 0.68500, 1.62457], [1.17638, -1.37707, 0.82158], [2.14697, -0.54901, 0.46274], [-1.92461, 0.64185, 1.19802], [-2.24675, -0.42733, -1.37339], [-1.62184, -1.39145, -0.02310], [-0.38280, 1.25437, -0.92270], [0.16212, -0.33295, -1.53731], [1.69829, 0.57757, 0.08210], [0.37573, 0.15469, 2.40535], [3.20294, -0.29982, 0.49195]],
  "forces_ev_per_a": [[0.07, 0.08, 0.26], [0.13, -0.24, -0.27], [0.01, 0.03, -0.04], [-0.58, -0.18, -0.05], [0.02, -0.17, 0.18], [0.36, 0.42, -0.10], [0.15, -0.09, 0.02], [-0.18, 0.04, -0.08], [0.11, 0.01, 0.11], [-0.02, 0.20, -0.05], [0.02, -0.11, 0.01], [-0.07, 0.08, 0.15], [0.07, 0.00, -0.12], [-0.02, 0.15, -0.06], [-0.09, -0.20, 0.05]],
  "mulliken_charge": [-0.538, -0.536, -0.649, 0.828, -0.501, -1.083, 0.002, 0.383, 0.321, 0.331, 0.308, 0.406, 0.051, 0.358, 0.320]
}


{
  "formula": "C5H8O2",
  "method": "the ωB97M-V functional and the def2-TZVPD basis",
  "spin_multiplicity": 1,
  "e_above_lowest_kcal_mol": 56.3,
  "homo_lumo_gap_ev": 11.04,
  "e_tot_ev": -9407.3902,
  "e_lumo_ev": 0.85,
  "e_homo_ha": -0.3747,
  "smiles": "C#C[C@](C)(O)CO",
  "symbols": ["C", "C", "O", "C", "O", "C", "C", "H", "H", "H", "H", "H", "H", "H", "H"],
  "coordinates": [[-0.49865, -1.52948, 0.71461], [-0.18988, -0.26350, -0.10779], [-0.76107, -0.59852, -1.35701], [-0.85612, 1.02816, 0.40872], [-0.60000, 2.11514, -0.45451], [1.27325, -0.03706, -0.22599], [2.45030, 0.19283, -0.35846], [-1.52565, -1.48407, 1.09665], [0.20010, -1.76688, 1.52318], [-0.45779, -2.30353, -0.04623], [-0.38852, -0.08253, -2.07541], [-0.56604, 1.25524, 1.44828], [-1.93391, 0.84604, 0.37994], [0.35688, 2.26129, -0.44877], [3.49711, 0.36687, -0.49720]],
  "forces_ev_per_a": [[-0.08, 0.24, 0.11], [0.24, -0.13, 0.40], [-0.11, -0.07, -0.62], [-0.13, -0.31, 0.17], [0.23, 0.00, 0.06], [0.47, 0.06, -0.15], [-0.53, -0.10, 0.01], [0.22, 0.00, -0.01], [-0.15, 0.32, -0.16], [0.03, -0.35, 0.29], [0.04, 0.37, 0.08], [0.05, -0.16, -0.24], [0.10, 0.08, 0.01], [-0.14, 0.07, -0.03], [-0.25, -0.03, 0.08]],
  "nbo_charge": [-0.612, 0.141, -0.709, -0.067, -0.712, -0.039, -0.243, 0.216, 0.221, 0.240, 0.485, 0.169, 0.194, 0.472, 0.245]
}


{
  "formula": "C5H8O2",
  "method": "the ωB97M-V functional and the def2-TZVPD basis",
  "spin_multiplicity": 1,
  "e_above_lowest_kcal_mol": 120.5,
  "homo_lumo_gap_ev": 8.45,
  "e_tot_ev": -9404.6058,
  "e_lumo_ev": -0.67,
  "e_homo_ha": -0.3354,
  "symbols": ["C", "C", "C", "C", "O", "C", "O", "H", "H", "H", "H", "H", "H", "H", "H"],
  "coordinates": [[-0.74551, 0.15276, 1.65895], [-0.23426, -0.07567, 0.24834], [0.41891, 1.18913, -0.41863], [0.78390, -1.13455, -0.07538], [1.81308, 1.26423, -0.25556], [-0.20881, -1.47729, -1.13215], [-1.24665, -0.62059, -0.64239], [-1.64709, 0.77677, 1.63080], [0.01795, 0.65869, 2.25655], [-1.00497, -0.79396, 2.14092], [0.10840, 1.17846, -1.47421], [0.02311, 2.09790, 0.04165], [2.21906, 0.48293, -0.65725], [0.17373, -1.15948, -2.12085], [-0.47085, -2.53933, -1.20079]],
  "forces_ev_per_a": [[0.07, -0.02, 0.01], [0.20, 0.03, 0.28], [-0.20, 0.14, -0.09], [-0.36, -0.09, -0.24], [0.21, 0.19, -0.13], [0.12, -0.25, 0.00], [-0.12, 0.10, -0.06], [0.20, -0.08, -0.10], [-0.05, -0.09, -0.10], [0.05, 0.12, -0.09], [0.11, -0.02, 0.15], [-0.13, -0.16, -0.02], [0.02, 0.14, 0.26], [0.00, -0.11, 0.13], [-0.10, 0.08, -0.01]],
  "nbo_charge": [-0.612, 0.043, -0.062, 0.142, -0.700, -0.277, -0.537, 0.227, 0.231, 0.223, 0.174, 0.198, 0.478, 0.232, 0.241]
}


{
  "formula": "C5H8O2",
  "method": "the ωB97M-V functional and the def2-TZVPD basis",
  "spin_multiplicity": 1,
  "e_above_lowest_kcal_mol": 125.3,
  "homo_lumo_gap_ev": [8.75, 8.02],
  "e_tot_ev": -9404.3970,
  "e_lumo_ev": [0.76, 0.45],
  "e_homo_ha": [-0.2936, -0.2782],
  "symbols": ["O", "C", "C", "C", "C", "C", "O", "H", "H", "H", "H", "H", "H", "H", "H"],
  "coordinates": [[-1.45543, 0.85251, -1.31085], [-0.73781, -0.30511, -1.29058], [0.04249, -0.76344, -2.26652], [-0.09387, -0.70159, 1.93467], [0.04262, 0.79066, 1.66985], [1.31823, 0.36988, 1.04648], [1.17423, -0.89593, 1.38953], [-1.31784, 1.28844, -2.16354], [-0.87399, -0.82192, -0.33822], [0.57608, -1.69742, -2.13474], [0.16682, -0.23798, -3.21164], [-0.20532, -1.14975, 2.92365], [-0.65302, 1.29759, 0.99353], [0.14425, 1.34555, 2.60884], [1.87257, 0.62850, 0.14952]],
  "forces_ev_per_a": [[0.04, 0.10, -0.24], [0.21, -0.27, -0.06], [-0.12, 0.04, 0.12], [0.13, 0.11, 0.38], [-0.24, 0.28, -0.02], [0.27, 0.70, -0.34], [0.08, -0.96, 0.06], [-0.06, -0.03, 0.13], [0.04, 0.05, -0.22], [-0.09, 0.13, 0.01], [-0.05, -0.04, 0.14], [-0.14, 0.00, -0.17], [0.05, -0.09, 0.17], [-0.02, -0.03, -0.12], [-0.09, 0.02, 0.15]],
  "nbo_charge": [-0.688, 0.142, -0.552, -0.025, -0.581, 0.131, -0.380, 0.476, 0.198, 0.219, 0.192, 0.162, 0.266, 0.257, 0.183]
}